DFT (ωB97M-V/def2-TZVPD) results for a structure of composition C35H57Cl2N5O2PSTi.

Each line ends with the Mulliken charge.
Cartesian coordinates (Å):
Ti 0.10 -0.32 0.40  -0.37
C 3.09 -5.56 -3.68  -1.46
C 3.42 -4.14 -4.17  1.62
C 4.91 -4.06 -4.47  -2.23
C 2.64 -3.86 -5.47  -1.41
C 2.98 -3.13 -3.12  0.10
C 1.70 -3.12 -2.66  -1.06
C 1.32 -2.17 -1.67  0.36
N 0.14 -1.96 -1.11  0.98
C -1.08 -2.50 -1.38  -0.07
C -1.42 -3.61 -2.17  -1.10
C -2.74 -3.86 -2.45  -0.92
C -3.70 -2.93 -1.98  -0.09
C -3.45 -1.84 -1.18  -0.24
C -2.10 -1.69 -0.81  0.58
O -1.66 -0.76 0.07  -0.07
C -4.53 -0.84 -0.77  2.23
C -4.16 0.55 -1.31  -1.60
C -5.89 -1.23 -1.35  -2.30
C -4.67 -0.77 0.75  -1.37
C -3.20 -5.06 -3.26  1.62
C -3.92 -4.57 -4.52  -1.60
C -4.17 -5.89 -2.40  -1.58
C -2.03 -5.95 -3.67  -1.94
C 2.30 -1.19 -1.18  0.40
O 1.86 -0.38 -0.26  -0.07
C 3.61 -1.14 -1.70  -0.56
C 3.89 -2.13 -2.62  -0.21
C 4.63 -0.07 -1.32  2.16
C 4.83 -0.03 0.21  -1.43
C 5.99 -0.34 -1.96  -2.18
C 4.11 1.28 -1.84  -1.43
H 3.40 -6.29 -4.42  0.47
H 3.61 -5.79 -2.75  0.38
H 2.02 -5.70 -3.52  0.24
H 5.17 -4.84 -5.19  0.45
H 5.20 -3.11 -4.91  0.45
H 5.52 -4.24 -3.58  0.45
H 2.94 -4.56 -6.24  0.46
H 1.56 -3.96 -5.32  0.24
H 2.83 -2.85 -5.84  0.37
H 0.99 -3.82 -3.06  0.34
H -0.67 -4.30 -2.52  0.84
H -4.73 -3.11 -2.27  0.73
H -4.05 0.53 -2.40  0.41
H -4.95 1.26 -1.08  0.49
H -3.23 0.92 -0.87  0.11
H -5.88 -1.26 -2.44  0.48
H -6.24 -2.20 -0.98  0.45
H -6.63 -0.49 -1.06  0.44
H -3.76 -0.38 1.20  -0.41
H -5.49 -0.11 1.02  0.56
H -4.90 -1.76 1.17  0.55
H -4.80 -3.97 -4.29  0.36
H -3.25 -3.97 -5.15  0.37
H -4.25 -5.42 -5.11  0.47
H -5.05 -5.32 -2.11  0.36
H -4.52 -6.76 -2.97  0.46
H -3.68 -6.26 -1.49  0.36
H -1.33 -5.42 -4.32  0.37
H -1.49 -6.35 -2.81  0.41
H -2.40 -6.81 -4.24  0.50
H 4.89 -2.15 -3.03  0.75
H 5.19 -0.99 0.58  0.36
H 5.59 0.71 0.45  0.54
H 3.93 0.25 0.74  0.01
H 6.43 -1.28 -1.64  0.47
H 5.94 -0.33 -3.05  0.48
H 6.68 0.45 -1.67  0.43
H 3.13 1.51 -1.43  -0.11
H 4.79 2.08 -1.54  0.50
H 4.05 1.28 -2.93  0.43
C -4.91 -0.84 4.52  -1.32
C -3.83 0.04 4.02  1.00
N -3.79 1.33 4.12  -0.78
N -2.63 1.70 3.53  0.32
C -1.92 0.67 3.08  0.59
S -0.35 0.90 2.38  -0.48
N -2.68 -0.40 3.38  0.28
N -2.35 -1.72 3.04  -0.61
H -5.69 -0.22 4.95  0.39
H -4.54 -1.51 5.29  0.38
H -5.33 -1.43 3.71  0.28
H -2.36 2.67 3.50  0.15
H -2.48 -2.29 3.87  0.34
H -3.01 -2.03 2.33  0.07
Cl 1.74 2.56 0.62  0.00
C 0.82 3.04 -0.80  -0.42
Cl -0.33 1.74 -1.31  -0.05
H 1.49 3.20 -1.63  0.43
H 0.22 3.90 -0.57  0.45
C 2.52 -2.93 1.38  -1.12
P 0.84 -2.37 1.81  1.54
C 1.00 -2.05 3.59  -1.18
C -0.16 -3.87 1.61  -1.40
H 2.80 -3.71 2.09  0.65
H 3.23 -2.11 1.45  0.19
H 2.56 -3.36 0.38  0.28
H 1.38 -2.95 4.08  0.51
H 0.04 -1.78 4.02  0.23
H 1.70 -1.24 3.74  0.42
H 0.15 -4.60 2.36  0.53
H 0.02 -4.30 0.62  0.31
H -1.22 -3.67 1.72  0.20

Its charge is +3. The calculation puts the LUMO energy (alpha / beta) at -10.8474 / -10.8541 eV. The energy above the lowest of the compared OMol25 structures with the same formula, charge and spin is 0.610 eV.


DFT (ωB97M-V/def2-TZVPD) results for a cluster of 4 separate species, C3H8O in total.

Each line ends with the Mulliken charge.
Cartesian coordinates (Å):
C -1.46 0.11 0.08  -0.69
C -0.83 -0.13 -1.11  -0.21
O 1.29 -0.20 -0.81  -0.50
C 1.70 -0.05 0.37  -0.31
H -1.96 -0.71 0.60  0.31
H -0.31 0.18 0.99  -0.16
H -1.84 1.11 0.30  0.31
H -0.61 0.67 -1.81  0.22
H -0.73 -1.14 -1.50  0.22
H 0.54 0.17 1.27  0.18
H 2.04 -0.93 0.95  0.31
H 2.16 0.91 0.67  0.31

Its charge is 0. The calculation puts the LUMO energy at 1.0905 eV. The energy above the lowest of the compared OMol25 structures with the same formula, charge and spin is 4.113 eV.


DFT (ωB97M-V/def2-TZVPD) results for the ion C8H15N2 with charge +1.

Each line ends with the Mulliken charge.
Cartesian coordinates (Å):
C -0.58 0.88 0.64  0.48
C -2.51 0.42 -0.39  -0.59
C 0.84 1.10 0.59  0.14
C 0.86 -0.19 -0.50  -0.29
C -0.43 -0.70 0.10  0.73
C 1.30 2.47 0.16  -1.59
C 2.12 -1.03 -0.45  -1.58
C -0.46 -1.79 1.12  -1.82
N -1.70 1.38 0.28  -0.61
N -1.63 -0.76 -0.75  -0.06
H -3.27 0.01 0.16  0.44
H -2.89 0.76 -1.36  0.39
H 1.34 0.66 1.47  0.39
H 0.54 0.28 -1.47  0.40
H 2.29 2.36 -0.20  0.40
H 0.99 3.11 0.92  0.46
H 0.75 2.89 -0.66  0.36
H 1.78 -2.02 -0.54  0.46
H 2.63 -1.10 0.48  0.40
H 2.82 -0.55 -1.20  0.35
H -0.75 -2.70 0.68  0.51
H -1.13 -1.39 1.81  0.50
H 0.50 -1.83 1.54  0.43
H -2.02 -1.67 -0.79  0.33
H -1.41 -0.58 -1.66  0.38

Its charge is +1. The calculation puts the LUMO energy at -3.1378 eV. The energy above the lowest of the compared OMol25 structures with the same formula, charge and spin is 3.014 eV. The SMILES is C[C@@H]1[C@@H](C)C2=NC[NH2+][C@]21C.


DFT (ωB97M-V/def2-TZVPD) results for a cluster of 5 separate species, C45H95N5O5 in total.

Each line ends with the Mulliken charge.
Cartesian coordinates (Å):
C 3.88 -3.48 6.75  -1.96
C 2.80 -4.54 6.46  1.41
C 2.51 -5.15 7.82  -1.12
C 1.27 -6.10 7.69  -0.87
C 0.04 -5.36 7.24  -1.26
C 0.20 -4.52 5.97  2.27
N 1.58 -3.89 5.96  0.17
O 1.80 -2.87 5.01  -0.34
C 0.01 -5.38 4.68  -1.82
C -0.86 -3.41 6.03  -2.14
C 3.16 -5.55 5.36  -1.74
H 4.66 -4.06 7.24  0.47
H 3.53 -2.65 7.37  0.42
H 4.35 -3.14 5.83  0.38
H 3.32 -5.75 8.21  0.49
H 2.28 -4.35 8.52  0.41
H 1.12 -6.69 8.59  0.46
H 1.42 -6.89 6.96  0.33
H -0.28 -4.80 8.12  0.48
H -0.79 -6.05 7.09  0.39
H 0.33 -6.37 4.99  0.43
H -1.02 -5.44 4.31  0.55
H 0.45 -4.94 3.79  0.19
H -1.49 -3.48 5.14  0.30
H -1.68 -3.61 6.72  0.42
H -0.57 -2.36 6.04  0.19
H 2.49 -6.40 5.21  0.35
H 3.99 -6.11 5.79  0.47
H 3.33 -5.10 4.39  0.32
H 1.82 -2.13 5.62  0.31
C -0.56 -1.11 -2.35  -1.17
C -1.38 -0.75 -1.04  1.25
C -2.64 -1.70 -0.86  -1.00
C -2.11 -3.01 -0.34  -0.96
C -1.35 -2.82 0.93  -1.12
C -0.15 -1.88 0.94  2.29
N -0.44 -0.71 0.12  0.58
O 0.64 0.13 -0.05  0.07
C -0.03 -1.60 2.45  -1.08
C 1.06 -2.66 0.32  -1.56
C -2.03 0.70 -1.18  -1.22
H -1.17 -1.52 -3.15  0.41
H 0.25 -1.82 -2.19  0.35
H -0.04 -0.34 -2.91  -0.30
H -3.25 -1.15 -0.15  0.24
H -3.12 -1.78 -1.84  0.45
H -1.54 -3.55 -1.09  0.38
H -2.96 -3.66 -0.18  0.46
H -0.96 -3.77 1.29  0.42
H -2.07 -2.48 1.68  0.05
H 0.22 -2.47 3.06  -0.24
H 0.75 -0.86 2.63  0.52
H -0.93 -1.27 2.97  -0.22
H 1.64 -2.10 -0.41  -0.06
H 1.70 -3.12 1.08  0.42
H 0.75 -3.44 -0.37  0.39
H -2.48 1.03 -0.24  -0.14
H -2.84 0.74 -1.91  0.39
H -1.35 1.48 -1.52  0.23
H 0.46 0.92 0.47  0.23
C -3.13 1.95 -6.12  -1.76
C -1.64 2.40 -6.17  1.85
C -0.68 1.25 -6.07  -0.04
C -0.72 0.44 -7.32  -0.88
C -0.32 1.46 -8.47  -1.40
C -1.13 2.77 -8.58  1.46
N -1.39 3.32 -7.26  0.69
O -1.88 4.61 -7.31  -0.51
C -0.29 3.78 -9.54  -1.69
C -2.31 2.39 -9.39  -1.83
C -1.44 3.21 -4.93  -1.96
H -3.49 1.23 -6.86  0.30
H -3.81 2.80 -6.18  0.42
H -3.28 1.53 -5.13  0.36
H 0.36 1.57 -6.02  -0.09
H -0.78 0.71 -5.12  -0.26
H -1.67 -0.09 -7.42  0.36
H -0.07 -0.44 -7.33  0.46
H -0.36 0.82 -9.35  0.49
H 0.74 1.72 -8.45  0.43
H 0.46 4.36 -9.00  0.43
H 0.36 3.34 -10.29  0.36
H -0.96 4.52 -9.99  0.36
H -1.98 1.97 -10.33  0.43
H -2.92 1.63 -8.90  0.31
H -2.95 3.26 -9.55  0.38
H -1.68 2.63 -4.03  0.19
H -2.24 3.95 -4.86  0.52
H -0.52 3.79 -4.87  0.33
H -1.14 5.21 -7.34  0.32
C -4.82 -0.18 5.23  -1.64
C -4.20 0.75 4.15  1.69
C -5.14 1.89 3.58  -1.57
C -4.46 2.98 2.66  -0.18
C -3.39 3.62 3.67  -1.27
C -2.32 2.63 4.14  1.42
N -2.87 1.34 4.61  -0.03
O -1.91 0.42 4.90  -0.21
C -1.21 2.43 2.97  -1.36
C -1.60 3.36 5.21  -1.77
C -3.95 -0.12 2.92  -1.57
H -4.19 -1.05 5.40  0.26
H -5.72 -0.53 4.72  0.40
H -5.25 0.22 6.15  0.39
H -6.08 1.50 3.19  0.48
H -5.59 2.46 4.40  0.45
H -5.21 3.65 2.24  0.43
H -4.03 2.45 1.81  -0.07
H -3.90 3.99 4.56  0.40
H -3.05 4.42 3.01  0.38
H -0.94 3.39 2.54  0.41
H -0.34 1.98 3.46  0.43
H -1.67 1.74 2.26  0.07
H -0.92 4.16 4.89  0.35
H -2.22 3.83 5.97  0.36
H -0.80 2.73 5.60  0.44
H -4.90 -0.44 2.50  0.48
H -3.51 -1.04 3.29  0.32
H -3.33 0.30 2.12  0.14
H -1.76 0.54 5.84  0.31
C 4.06 2.08 -0.49  -1.65
C 4.97 1.86 -1.71  2.19
C 4.76 0.39 -2.09  -1.80
C 3.67 0.02 -3.07  0.57
C 3.62 0.99 -4.22  -1.10
C 3.52 2.52 -3.78  1.64
N 4.69 2.80 -2.86  0.07
O 4.90 4.13 -2.46  -0.46
C 3.65 3.34 -5.07  -1.80
C 2.16 2.90 -3.13  -0.70
C 6.40 1.89 -1.29  -2.16
H 3.09 1.58 -0.46  0.13
H 3.94 3.16 -0.38  0.35
H 4.53 1.64 0.39  0.49
H 5.61 -0.16 -2.48  0.41
H 4.49 -0.14 -1.18  0.57
H 2.71 -0.06 -2.56  -0.77
H 3.74 -0.97 -3.52  0.62
H 2.71 0.81 -4.80  0.08
H 4.45 0.82 -4.91  0.38
H 4.57 3.06 -5.57  0.48
H 2.71 3.21 -5.61  0.24
H 3.79 4.41 -4.92  0.36
H 1.46 3.24 -3.90  0.01
H 1.56 2.08 -2.74  -0.02
H 2.18 3.72 -2.41  0.24
H 6.70 1.09 -0.62  0.37
H 6.55 2.88 -0.85  0.43
H 7.08 1.94 -2.14  0.48
H 4.13 4.43 -1.98  0.37

Its charge is 0. The calculation puts the LUMO energy at 0.4743 eV. The energy above the lowest of the compared OMol25 structures with the same formula, charge and spin is 5.414 eV. The SMILES is CC1(C)CCCC(C)(C)N1O.CC1(C)CCCC(C)(C)N1O.CC1(C)CCCC(C)(C)N1O.CC1(C)CCCC(C)(C)N1O.CC1(C)CCCC(C)(C)N1O.


DFT (ωB97M-V/def2-TZVPD) results for a structure of composition C16H19NO4.

Each line ends with the Mulliken charge.
Cartesian coordinates (Å):
C -4.49 -2.94 0.09  -1.38
H -3.93 -3.55 -0.77  0.28
C -4.23 -1.37 -0.32  -0.72
O -4.93 -0.77 0.73  -0.30
C -4.93 0.50 0.46  0.30
C -6.42 1.12 0.39  -1.12
H -7.12 0.76 1.30  0.26
H -6.37 2.31 0.17  0.29
H -6.79 0.84 -0.70  0.30
H -4.57 1.02 1.57  0.15
C -4.05 1.32 -0.47  -1.51
N -2.86 0.46 -0.54  0.10
C -1.56 0.85 -0.42  0.35
O -1.53 2.35 -0.22  -0.80
C -0.36 0.21 -0.41  -0.31
C 0.76 0.80 0.04  -0.26
C 2.18 0.07 0.00  1.31
C 2.31 -1.20 -0.05  -0.65
C 3.72 -1.61 -0.17  -0.44
C 4.66 -0.81 0.13  0.27
C 4.46 0.52 0.00  0.60
C 3.14 1.18 0.23  -1.15
H 3.12 2.27 0.19  0.31
O 5.66 1.18 0.37  -0.37
C 6.68 0.26 -0.07  -0.48
O 6.11 -1.13 0.05  -0.41
H 7.28 -0.07 1.10  0.22
H 7.39 0.39 -0.72  0.52
H 3.68 -2.82 -0.05  0.22
H 1.53 -1.84 -0.14  0.59
H 0.81 2.02 0.00  0.13
H -0.45 -0.86 -0.58  0.20
C -2.87 -1.04 -0.39  -0.35
H -2.50 -1.65 -1.34  0.34
H -2.41 -1.55 0.47  0.50
H -4.41 1.20 -1.44  0.47
H -3.70 2.18 -0.53  0.93
H -4.90 -1.21 -0.98  0.86
H -4.10 -3.13 0.98  0.50
H -5.72 -3.06 0.17  0.29

Its charge is 0. The calculation puts the LUMO energy at -0.3892 eV. The energy above the lowest of the compared OMol25 structures with the same formula, charge and spin is 16.916 eV.


DFT (ωB97M-V/def2-TZVPD) results for a structure of composition CH2Cl2S2.

Each line ends with the Mulliken spin population.
Cartesian coordinates (Å):
C -1.40 -0.69 0.25  0.60
S 1.76 0.39 -0.09  0.00
S -0.93 -0.60 1.85  1.18
Cl -2.70 0.48 -0.22  0.09
Cl -0.94 -1.81 -0.87  0.12
H 0.83 1.12 -0.85  0.00
H 3.38 1.11 -0.07  0.00

Its charge is 0. The calculation puts the LUMO energy (alpha / beta) at -0.3271 / -3.1004 eV. As for the expectation value of S²: 2.01. The energy above the lowest of the compared OMol25 structures with the same formula, charge and spin is 1.840 eV. The multiplicity is 3.


DFT (ωB97M-V/def2-TZVPD) results for a cluster of 4 separate species, C35H58F3INO18PS in total.

Each line ends with the Mulliken charge.
Cartesian coordinates (Å):
C -5.02 3.45 -0.90  -0.98
C -4.01 3.18 0.41  -0.31
C -4.18 1.55 0.78  -0.31
C -2.76 1.07 1.36  -0.70
C -2.64 -0.08 2.50  1.25
C -3.93 -1.02 2.47  -0.97
C -4.42 -1.95 1.28  -1.08
C -4.13 -1.66 -0.26  -0.60
C -5.58 -1.38 -1.04  -0.47
O -5.37 -1.35 -2.53  -0.53
C -2.78 0.73 3.96  -0.33
C -3.99 1.81 4.07  -0.76
C -4.14 2.52 5.56  -0.32
C -5.49 3.50 5.43  -0.82
I -4.64 1.08 7.16  0.00
S -1.27 1.76 4.39  1.25
O -1.08 1.78 5.96  -0.76
O -1.41 3.28 4.01  -0.66
O 0.10 1.18 3.76  -0.37
C 0.11 0.25 2.63  0.91
C 0.44 1.19 1.30  0.14
C 0.53 0.59 -0.26  0.03
C 0.87 1.71 -1.39  -0.59
C 1.13 3.28 -1.10  -0.35
N 1.03 3.79 0.29  -0.55
C 0.73 2.81 1.36  -0.31
P 1.88 -0.41 3.01  0.61
O 2.64 -1.18 1.91  -0.65
O 2.85 1.10 3.07  -0.53
O 2.11 -0.99 4.66  -0.50
C -1.11 -0.82 2.54  1.97
C -1.11 -1.93 1.39  0.29
C 0.11 -2.86 0.92  -0.97
C 0.54 -4.13 1.88  0.71
F -0.56 -4.73 2.66  -0.27
F 1.72 -3.88 2.74  -0.22
F 0.98 -5.22 0.94  -0.33
C -0.91 -1.68 3.97  -1.69
O -1.93 -2.65 4.31  -0.16
C -1.65 -3.25 5.62  0.72
C -1.38 -4.88 5.73  -0.77
O -1.63 -2.57 6.79  -0.54
H -6.03 2.85 -0.69  0.23
H -5.23 4.59 -1.09  0.35
H -4.57 2.95 -1.88  0.26
H -4.26 3.87 1.32  0.29
H -2.91 3.30 0.00  0.19
H -4.55 1.08 -0.22  0.11
H -5.10 1.54 1.52  0.18
H -2.14 0.68 0.42  0.01
H -2.17 2.06 1.69  0.38
H -4.89 -0.31 2.62  0.42
H -4.07 -1.68 3.46  0.04
H -5.61 -2.10 1.36  0.57
H -4.03 -3.06 1.51  0.18
H -3.73 -2.66 -0.77  0.37
H -3.36 -0.83 -0.55  0.48
H -6.23 -2.34 -0.84  0.33
H -6.12 -0.42 -0.64  0.26
H -4.51 -1.86 -2.70  0.34
H -2.95 -0.03 4.86  0.16
H -3.86 2.73 3.31  0.08
H -5.07 1.41 3.87  0.32
H -3.27 3.25 5.83  0.53
H -5.75 3.70 4.28  0.23
H -5.20 4.57 5.86  0.27
H -6.40 3.10 6.04  0.33
H 0.31 -0.52 -0.53  0.18
H 0.93 1.34 -2.51  0.28
H 1.35 4.03 -2.00  0.34
H 0.71 3.30 2.45  0.29
H 3.81 0.80 3.00  0.31
H 2.29 -0.19 5.27  0.35
H -1.47 -1.38 0.39  -0.26
H -1.90 -2.77 1.73  0.11
H -0.38 -3.45 -0.01  0.39
H 1.02 -2.34 0.37  0.09
H -0.76 -1.00 4.90  0.56
H 0.07 -2.36 3.93  0.30
H -2.21 -5.38 5.03  0.26
H -0.34 -5.08 5.19  0.15
H -1.41 -5.29 6.82  0.30
C 4.52 -4.67 2.16  -0.47
O 5.58 -4.77 1.21  -0.34
C 5.45 -5.80 0.33  0.75
O 4.53 -6.60 0.30  -0.54
O 6.52 -5.78 -0.50  -0.32
C 6.52 -6.81 -1.48  -0.62
H 4.73 -3.81 2.81  0.27
H 3.57 -4.49 1.65  0.10
H 4.47 -5.57 2.78  0.33
H 5.65 -6.71 -2.14  0.29
H 6.55 -7.79 -1.01  0.29
H 7.42 -6.70 -2.09  0.22
C 5.20 2.48 -6.40  -0.59
O 5.99 2.00 -5.31  -0.31
C 5.29 1.79 -4.17  0.73
O 4.09 1.98 -4.02  -0.53
O 6.15 1.34 -3.22  -0.31
C 5.55 1.08 -1.96  -0.59
H 5.87 2.61 -7.26  0.23
H 4.43 1.75 -6.67  0.26
H 4.76 3.45 -6.16  0.31
H 4.79 0.30 -2.04  0.27
H 5.12 2.00 -1.54  0.29
H 6.33 0.73 -1.28  0.25
C 3.04 6.39 -10.81  -0.62
O 3.41 5.21 -10.10  -0.28
C 3.36 4.07 -10.84  0.70
O 3.03 3.99 -12.01  -0.54
O 3.72 3.04 -10.04  -0.21
C 3.72 1.77 -10.69  -0.66
H 3.12 7.24 -10.13  0.22
H 3.73 6.56 -11.65  0.29
H 2.01 6.32 -11.16  0.29
H 4.43 1.75 -11.52  0.31
H 2.71 1.52 -11.03  0.31
H 4.03 1.01 -9.96  0.20

Its charge is 0. The calculation puts the LUMO energy at -0.8932 eV. The SMILES is CCCC[C@]1(CCCCO)[C@H](C[C@@H](C)I)S(=O)(=O)O[C@@](c2cccnc2)(P(=O)(O)O)[C@@]1(CCC(F)(F)F)COC(C)=O.COC(=O)OC.COC(=O)OC.COC(=O)OC.


DFT (ωB97M-V/def2-TZVPD) results for a structure of composition C3H8N2O2.

Each line ends with the Mulliken charge.
Cartesian coordinates (Å):
C -0.97 -1.04 0.44  -0.27
C -0.99 -0.15 1.66  -0.95
N -0.23 0.26 -0.85  -0.14
C 1.14 0.08 -1.10  0.58
N 1.87 1.25 -0.98  -0.45
O -1.19 -0.68 -1.34  -0.47
O 1.64 -1.01 -1.27  -0.59
H -0.57 1.21 -0.79  0.25
H 2.85 1.14 -1.18  0.25
H 1.46 2.12 -1.28  0.20
H -1.89 -1.61 0.36  0.31
H -0.12 -1.71 0.37  0.32
H -1.18 -0.79 2.53  0.36
H -0.04 0.36 1.82  0.31
H -1.79 0.58 1.61  0.29

Its charge is 0. The calculation puts the LUMO energy at 0.7322 eV. The energy above the lowest of the compared OMol25 structures with the same formula, charge and spin is 5.030 eV.